1.
AgH12O10P | ωB97M-V/def2-TZVPD

Last column: Mulliken charge in e.
Element x y z (Å)
Ag (8.30, 10.17, -15.80)  0.6070
P (8.49, 7.65, -15.07)  -2.3082
O (9.12, 8.23, -16.25)  -0.2202
O (7.75, 8.67, -14.20)  0.0184
O (9.22, 8.81, -14.51)  0.2165
O (7.37, 8.17, -15.87)  0.0037
O (8.04, 12.40, -16.68)  -0.4982
H (8.24, 12.31, -17.59)  0.2900
H (7.14, 12.61, -16.76)  0.2573
O (10.65, 10.65, -15.47)  -0.7642
H (10.92, 10.36, -16.33)  0.2420
H (10.13, 9.87, -15.09)  0.4150
O (6.03, 10.31, -14.45)  -0.8226
H (5.89, 10.34, -15.40)  0.3950
H (6.76, 9.59, -14.40)  0.3878
O (8.58, 9.52, -18.24)  -0.8865
H (8.81, 8.90, -17.48)  0.4532
H (7.63, 9.72, -18.07)  0.3965
O (8.70, 10.87, -13.35)  -0.7082
H (9.64, 10.72, -13.27)  0.2720
H (8.48, 9.98, -13.79)  0.3413
O (6.21, 9.77, -17.14)  -0.6891
H (6.69, 9.10, -16.58)  0.4308
H (5.42, 9.27, -17.37)  0.1706

Values from the calculation:
Net charge ... -2
ΔE to the lowest compared entry with this formula, charge and spin ... 48.9 kcal/mol
HOMO level ... 1.42 eV


2.
C19H20BrN3O6 | ωB97M-V/def2-TZVPD

Last column: Mulliken charge in e.
Element x y z (Å)
C (3.06, -2.21, -5.01)  -0.7817
O (4.00, -2.46, -4.00)  -0.4724
C (3.77, -1.94, -2.76)  0.5182
C (4.73, -2.21, -1.79)  -1.0010
C (4.59, -1.73, -0.50)  -0.3326
C (3.49, -0.97, -0.15)  0.5606
O (3.24, -0.44, 1.09)  -0.3388
C (4.14, -0.73, 2.13)  -0.9379
C (2.53, -0.68, -1.13)  -0.5321
N (1.44, 0.09, -0.74)  0.0123
C (0.34, 0.45, -1.42)  0.8503
O (0.03, 0.18, -2.57)  -0.7295
C (-0.58, 1.28, -0.53)  0.3189
O (-0.29, 1.61, 0.62)  -0.7099
N (-1.74, 1.62, -1.12)  -0.2425
N (-2.71, 2.26, -0.36)  -0.2163
C (-4.04, 2.03, -0.55)  0.4952
O (-4.47, 1.52, -1.56)  -0.6261
C (-4.88, 2.46, 0.65)  -0.4458
O (-4.84, 1.45, 1.64)  -0.5094
C (-3.59, 1.16, 2.17)  0.1762
C (-2.86, 2.12, 2.86)  -0.4871
C (-1.61, 1.81, 3.38)  -0.4402
C (-1.12, 0.53, 3.20)  0.0024
Br (0.61, 0.10, 3.85)  -0.1853
C (-1.85, -0.44, 2.54)  -0.5584
C (-3.10, -0.14, 2.02)  1.0288
C (-3.91, -1.16, 1.29)  -1.5638
C (2.67, -1.17, -2.43)  -0.1296
H (3.44, -2.72, -5.90)  0.2305
H (2.97, -1.14, -5.22)  0.3166
H (2.08, -2.61, -4.75)  0.3202
H (5.59, -2.81, -2.06)  0.4368
H (5.35, -1.97, 0.23)  0.4090
H (5.13, -0.31, 1.93)  0.3739
H (3.72, -0.26, 3.02)  0.1789
H (4.23, -1.80, 2.31)  0.3887
H (1.48, 0.42, 0.23)  0.2367
H (-2.01, 1.26, -2.03)  0.3392
H (-2.33, 2.52, 0.55)  0.3326
H (-5.93, 2.53, 0.35)  0.3520
H (-4.54, 3.43, 1.03)  0.3288
H (-3.26, 3.11, 2.99)  0.3860
H (-1.04, 2.55, 3.91)  0.4450
H (-1.45, -1.43, 2.41)  0.4365
H (-4.29, -0.75, 0.35)  0.2870
H (-3.32, -2.05, 1.07)  0.4045
H (-4.77, -1.45, 1.89)  0.3342
H (1.90, -0.93, -3.14)  0.7406

Values from the calculation:
HOMO level ... -7.90 eV


3.
C5H12O | ωB97M-V/def2-TZVPD

Last column: Mulliken charge in e.
Element x y z (Å)
C (0.51, 0.80, -1.64)  -0.6314
C (0.43, 0.59, -0.33)  -0.4667
C (-0.68, -0.19, 0.33)  -0.4655
C (-1.72, 0.86, 0.65)  -0.5041
O (-2.88, 0.21, 1.09)  -0.4984
H (-0.18, 0.29, -2.31)  0.2719
H (1.29, 1.41, -2.07)  0.2822
H (1.18, 1.01, 0.34)  0.3715
H (-1.12, -0.92, -0.36)  0.3306
H (-0.40, -0.73, 1.25)  0.2713
H (-1.89, 1.45, -0.27)  0.3244
H (-1.31, 1.55, 1.41)  0.3051
H (-3.57, 0.87, 1.22)  0.3075
C (2.07, -1.44, 0.15)  -1.0353
H (1.57, -0.78, -0.55)  0.2303
H (1.75, -2.45, -0.11)  0.3161
H (1.83, -1.26, 1.21)  0.2489
H (3.13, -1.27, 0.00)  0.3418

Values from the calculation:
ΔE to the lowest compared entry with this formula, charge and spin ... 47.2 kcal/mol
HOMO level ... -9.27 eV


4.
C6H6O | ωB97M-V/def2-TZVPD

Last column: Mulliken charge in e.
Element x y z (Å)
O (0.38, 2.54, -0.05)  -0.5001
C (-0.59, 1.55, 0.10)  -0.5267
C (-0.16, 0.29, -0.65)  0.7295
C (1.18, -0.20, -0.02)  -0.9352
C (0.95, -1.51, 0.35)  -0.1142
C (-0.74, -0.95, -0.26)  -0.2184
C (-0.47, -2.16, 0.05)  -0.6080
H (1.22, 2.08, 0.13)  0.4025
H (-0.77, 1.29, 1.16)  0.2818
H (-1.53, 1.93, -0.32)  0.2919
H (-0.12, 0.43, -1.73)  0.3573
H (1.54, -2.11, 1.03)  0.4485
H (-0.90, -3.17, 0.20)  0.3910

Values from the calculation:
ΔE to the lowest compared entry with this formula, charge and spin ... 161.6 kcal/mol
HOMO level (alpha / beta) ... -8.29 / -8.29 eV


5.
C35H40LiN8O2 | ωB97M-V/def2-TZVPD

Last column: Mulliken charge in e.
Element x y z (Å)
Li (-0.10, -0.24, 0.04)  0.8762
O (-0.58, -1.98, 0.82)  -0.5413
N (-1.81, -2.08, 1.05)  -0.5644
N (-2.46, -0.98, 0.93)  0.7391
O (-1.90, 0.17, 0.59)  -0.7989
C (-3.87, -1.02, 1.15)  0.1416
C (-4.59, 0.14, 0.92)  -0.3463
C (-5.97, 0.15, 1.12)  -0.4779
C (-6.62, -0.99, 1.55)  -0.4820
C (-5.89, -2.15, 1.78)  -0.4369
C (-4.52, -2.18, 1.58)  -0.3470
H (-4.06, 1.02, 0.58)  0.4285
H (-6.53, 1.06, 0.94)  0.3639
H (-7.70, -0.99, 1.71)  0.3605
H (-6.39, -3.05, 2.11)  0.3415
H (-3.94, -3.07, 1.75)  0.4337
C (-0.44, 2.83, 1.57)  -0.3955
C (0.83, 2.12, 1.85)  0.4374
N (1.15, 0.92, 1.44)  0.1045
C (2.41, 0.65, 1.94)  -0.6677
C (2.86, 1.71, 2.66)  -0.5794
N (1.85, 2.65, 2.60)  0.1316
C (1.87, 3.95, 3.21)  -1.2200
N (2.15, 5.02, 2.28)  0.8000
N (3.40, 5.20, 1.82)  -0.6383
N (3.43, 6.21, 1.03)  -0.5935
C (2.15, 6.74, 0.96)  0.0978
C (1.66, 7.83, 0.24)  -0.6359
C (0.32, 8.12, 0.38)  -0.5247
C (-0.51, 7.35, 1.22)  -0.6711
C (-0.04, 6.27, 1.93)  -0.5937
C (1.32, 5.98, 1.78)  1.4335
H (-1.17, 2.11, 1.23)  -0.2029
H (-0.31, 3.59, 0.79)  0.0622
H (-0.83, 3.32, 2.47)  0.4493
H (2.91, -0.28, 1.73)  0.5222
H (3.79, 1.90, 3.18)  0.4296
H (2.64, 3.95, 3.98)  0.3477
H (0.91, 4.16, 3.67)  0.5242
H (2.31, 8.40, -0.40)  0.4233
H (-0.10, 8.95, -0.17)  0.3731
H (-1.56, 7.61, 1.29)  0.3924
H (-0.70, 5.68, 2.55)  0.2613
C (-2.43, 3.84, -1.92)  -1.3107
C (-1.31, 3.08, -2.59)  0.3127
C (-0.81, 3.52, -3.83)  -0.8434
C (0.21, 2.79, -4.43)  0.0139
C (0.77, 3.23, -5.76)  -1.7147
C (0.73, 1.65, -3.82)  -0.1277
C (0.27, 1.17, -2.55)  -0.2713
C (-0.79, 1.96, -1.99)  -0.0796
N (0.70, 0.11, -1.83)  -0.2926
C (1.80, -0.73, -2.28)  1.9713
C (3.13, 0.04, -2.46)  -1.2555
C (4.28, -0.91, -2.82)  0.4192
C (4.50, -1.91, -1.68)  -1.5571
C (3.21, -2.71, -1.46)  0.6111
C (2.88, -3.49, -2.74)  -1.6218
C (2.66, -2.50, -3.89)  0.4391
C (3.94, -1.68, -4.10)  -1.3451
C (1.50, -1.57, -3.54)  -1.0896
C (2.05, -1.75, -1.15)  -1.8980
H (-2.75, 4.69, -2.52)  0.3757
H (-2.12, 4.21, -0.94)  0.1452
H (-3.30, 3.19, -1.76)  0.2594
H (-1.21, 4.40, -4.31)  0.1694
H (0.27, 4.13, -6.12)  0.3699
H (0.65, 2.45, -6.52)  0.3273
H (1.84, 3.45, -5.69)  0.3243
H (1.53, 1.14, -4.35)  0.6142
H (-1.22, 1.62, -1.06)  0.6456
H (3.35, 0.56, -1.53)  0.4395
H (3.04, 0.80, -3.23)  0.4805
H (5.20, -0.34, -2.98)  0.2821
H (4.75, -1.36, -0.76)  0.4395
H (5.33, -2.58, -1.90)  0.5378
H (3.34, -3.40, -0.63)  0.3394
H (1.98, -4.09, -2.58)  0.5020
H (3.70, -4.18, -2.98)  0.5388
H (2.43, -3.06, -4.80)  0.2533
H (3.79, -0.98, -4.93)  0.5182
H (4.77, -2.34, -4.38)  0.4989
H (0.58, -2.14, -3.35)  0.4773
H (1.29, -0.92, -4.39)  0.3843
H (2.26, -1.19, -0.23)  -0.5792
H (1.13, -2.32, -0.98)  0.5384

Values from the calculation:
Net charge ... -1
ΔE to the lowest compared entry with this formula, charge and spin ... 1.7 kcal/mol
HOMO level ... -2.89 eV


6.
C2H7NS | ωB97M-V/def2-TZVPD

Last column: Löwdin spin population.
Element x y z (Å)
C (-1.23, 0.10, -0.24)  0.0746
C (1.02, 0.06, 0.72)  0.0608
N (0.14, -0.41, -0.39)  0.6076
S (0.84, 0.02, -1.95)  1.0698
H (-1.48, 0.40, 0.79)  0.0083
H (-1.37, 1.02, -0.85)  0.0234
H (-1.88, -0.67, -0.61)  0.0105
H (2.12, 0.28, 0.50)  0.0125
H (0.59, 0.98, 1.17)  0.0107
H (0.84, -0.82, 1.39)  0.0266
H (0.65, -1.14, -2.62)  0.0952

Values from the calculation:
ΔE to the lowest compared entry with this formula, charge and spin ... 47.3 kcal/mol
Multiplicity ... 3
HOMO level (alpha / beta) ... -4.51 / -8.84 eV
<S²> ... 2.01


7.
C46H60As2N3O2PSW | ωB97M-V/def2-TZVPD

Last column: Mulliken charge in e.
Element x y z (Å)
W (0.45, -0.36, 0.51)  1.5373
C (-2.73, -1.05, 2.11)  -1.3454
C (-1.76, -0.40, 3.09)  -1.5522
As (-0.82, 1.08, 2.20)  1.6651
C (-2.36, 2.12, 1.70)  -0.2781
C (-3.11, 2.75, 2.69)  -0.8079
C (-4.31, 3.36, 2.36)  -0.8343
C (-4.77, 3.32, 1.05)  -0.8211
C (-4.02, 2.69, 0.06)  -0.7055
C (-2.82, 2.09, 0.39)  1.3811
C (0.03, 2.08, 3.61)  0.3077
C (0.13, 3.47, 3.51)  -0.3168
C (0.79, 4.19, 4.50)  -0.8275
C (1.34, 3.52, 5.58)  -0.6184
C (1.25, 2.14, 5.68)  -0.7968
C (0.60, 1.42, 4.69)  -0.5434
As (-1.91, -1.50, 0.37)  1.0136
C (-3.22, -1.03, -0.96)  0.3409
C (-2.82, -0.70, -2.24)  -0.1147
C (-3.77, -0.42, -3.22)  -0.4355
C (-5.12, -0.47, -2.90)  -0.7117
C (-5.52, -0.83, -1.62)  -0.8859
C (-4.58, -1.12, -0.65)  -0.6889
C (-2.01, -3.43, 0.33)  0.4379
C (-2.25, -4.07, -0.88)  -0.6008
C (-2.31, -5.46, -0.94)  -0.9030
C (-2.12, -6.21, 0.21)  -0.6500
C (-1.88, -5.58, 1.42)  -0.7554
C (-1.82, -4.19, 1.48)  -0.1549
H (-3.56, -0.37, 1.89)  0.5931
H (-3.15, -1.96, 2.53)  0.8936
H (-1.02, -1.13, 3.44)  0.4963
H (-2.28, 0.00, 3.96)  0.8095
H (-2.76, 2.78, 3.72)  0.5213
H (-4.89, 3.85, 3.13)  0.4826
H (-5.71, 3.79, 0.80)  0.4545
H (-4.38, 2.66, -0.96)  0.5351
H (-2.24, 1.59, -0.37)  -0.6133
H (-0.33, 4.00, 2.68)  0.4330
H (0.86, 5.26, 4.43)  0.4524
H (1.85, 4.08, 6.36)  0.4164
H (1.67, 1.63, 6.53)  0.4636
H (0.53, 0.34, 4.77)  0.3210
H (-1.77, -0.69, -2.49)  0.4343
H (-3.46, -0.17, -4.22)  0.4633
H (-5.86, -0.25, -3.66)  0.4445
H (-6.58, -0.89, -1.38)  0.4585
H (-4.91, -1.41, 0.34)  0.4361
H (-2.42, -3.50, -1.79)  0.3725
H (-2.51, -5.95, -1.89)  0.4507
H (-2.17, -7.29, 0.16)  0.4442
H (-1.74, -6.16, 2.32)  0.4610
H (-1.62, -3.71, 2.43)  0.1764
C (0.37, 3.88, -3.64)  -1.7600
C (0.00, 3.01, -2.43)  2.3189
C (-0.28, 3.92, -1.22)  -2.0401
C (-1.29, 2.23, -2.76)  -1.7908
P (1.36, 1.82, -1.95)  -0.3309
N (0.71, 0.77, -0.83)  0.4869
C (2.79, 2.68, -1.10)  2.6387
C (3.94, 1.67, -0.97)  -1.9388
C (2.39, 3.14, 0.32)  -1.8817
C (3.30, 3.91, -1.87)  -1.8186
C (1.92, 0.78, -3.40)  2.1280
C (0.70, 0.39, -4.26)  -1.8532
C (2.56, -0.53, -2.91)  -2.1847
C (2.91, 1.52, -4.31)  -1.8666
H (-0.50, 4.51, -3.85)  0.5092
H (0.56, 3.29, -4.53)  0.3854
H (1.22, 4.53, -3.46)  0.3015
H (-1.19, 4.48, -1.43)  0.6940
H (0.51, 4.65, -1.07)  0.3193
H (-0.43, 3.37, -0.30)  0.3340
H (-2.14, 2.88, -2.55)  0.7983
H (-1.41, 1.34, -2.16)  -0.4870
H (-1.35, 1.95, -3.80)  0.5030
H (3.62, 0.73, -0.52)  0.2332
H (4.69, 2.12, -0.32)  0.6400
H (4.42, 1.46, -1.92)  0.3187
H (1.74, 2.44, 0.84)  0.2141
H (1.90, 4.12, 0.31)  0.2558
H (3.30, 3.24, 0.90)  0.6042
H (3.59, 3.70, -2.89)  0.2705
H (4.19, 4.26, -1.34)  0.5192
H (2.58, 4.73, -1.86)  0.3979
H (-0.06, -0.14, -3.69)  0.2276
H (1.06, -0.29, -5.04)  0.7182
H (0.25, 1.24, -4.76)  0.2725
H (1.98, -1.02, -2.13)  0.4753
H (3.58, -0.39, -2.56)  0.2991
H (2.60, -1.22, -3.76)  0.5650
H (2.53, 2.47, -4.67)  0.3203
H (3.08, 0.89, -5.19)  0.5141
H (3.88, 1.69, -3.84)  0.3560
O (1.28, -2.26, -0.24)  -0.7424
C (1.05, -2.89, 0.85)  1.0048
O (0.47, -2.22, 1.76)  -0.6539
C (1.45, -4.29, 1.04)  0.3223
C (1.48, -4.82, 2.33)  -0.3010
C (1.82, -6.15, 2.50)  -0.7610
C (2.11, -6.94, 1.40)  -0.5102
C (2.08, -6.41, 0.12)  -0.7622
C (1.76, -5.07, -0.07)  -0.7352
H (1.24, -4.19, 3.17)  0.4594
H (1.85, -6.58, 3.50)  0.4738
H (2.36, -7.99, 1.54)  0.4504
H (2.30, -7.04, -0.74)  0.4744
H (1.72, -4.65, -1.06)  0.4848
N (4.31, -1.62, 2.84)  -0.3363
C (3.63, -1.28, 1.75)  0.5470
N (3.90, -1.89, 0.59)  -0.1434
S (2.51, 0.03, 1.89)  -0.3120
H (5.09, -2.26, 2.81)  0.2334
H (4.20, -1.06, 3.67)  0.2493
H (4.54, -2.67, 0.57)  0.2953
H (3.18, -1.87, -0.12)  -0.1398

Values from the calculation:
Net charge ... +2
ΔE to the lowest compared entry with this formula, charge and spin ... 1.0 kcal/mol
HOMO level ... -12.54 eV


8.
C13H18Si | ωB97M-V/def2-TZVPD

Last column: Mulliken charge in e.
Element x y z (Å)
C (-0.95, 0.20, -5.24)  -0.0898
C (-0.75, -1.06, -4.73)  -1.1010
C (-1.16, 1.34, -4.47)  -1.0401
C (-0.81, -1.15, -3.34)  0.0316
C (-1.24, 1.15, -3.13)  -0.0147
C (-1.05, -0.06, -2.45)  0.7710
C (-0.84, 0.81, -0.20)  0.3852
C (-0.44, 0.99, 1.06)  -1.4656
C (-1.03, -0.30, -1.06)  1.1793
C (-1.30, -1.70, -0.63)  -1.4295
C (-0.20, -0.95, 3.45)  -1.2177
C (0.62, 1.87, 3.88)  -1.2930
C (2.44, 0.38, 1.80)  -1.1567
Si (0.63, 0.53, 2.47)  0.4038
H (-1.13, 0.34, -6.33)  0.2640
H (-0.58, -1.89, -5.41)  0.3970
H (-1.30, 2.31, -4.86)  0.4522
H (-0.47, -2.13, -2.93)  0.1041
H (-1.33, 2.01, -2.43)  0.2081
H (-1.04, 1.65, -0.73)  0.1997
H (-1.54, -1.57, 0.44)  0.3694
H (-0.41, -2.23, -0.93)  0.3377
H (-2.17, -1.98, -1.28)  0.4315
H (-1.24, -0.81, 3.43)  0.3867
H (-0.08, -2.05, 3.26)  0.3527
H (0.09, -0.85, 4.49)  0.3467
H (-0.42, 2.20, 4.01)  0.3403
H (0.77, 1.47, 4.78)  0.4549
H (1.31, 2.67, 3.74)  0.3350
H (3.14, 0.37, 2.57)  0.3508
H (2.50, -0.39, 1.16)  0.3704
H (2.60, 1.29, 1.22)  0.3358

Values from the calculation:
ΔE to the lowest compared entry with this formula, charge and spin ... 92.3 kcal/mol
HOMO level (alpha / beta) ... -6.88 / -7.97 eV


E (eV)
-33941.6434 -106824.9969 -7425.2634 -8359.4964 -53166.5942 -14507.1829 -200859.7561 -21646.2492